(1)
{
  "formula": "C25H29N5O6S",
  "method": "ωB97M-V/def2-TZVPD",
  "elements": ["C", "H", "O", "C", "C", "C", "C", "C", "C", "O", "C", "H", "H", "H", "H", "C", "N", "C", "O", "C", "C", "N", "H", "H", "C", "N", "S", "C", "O", "N", "H", "H", "C", "C", "C", "C", "C", "O", "H", "H", "H", "H", "H", "H", "C", "O", "N", "H", "C", "H", "C", "C", "H", "C", "H", "H", "C", "H", "H", "H", "H", "H", "H", "H", "H", "H"],
  "coordinates": [[-4.173, -4.884, 0.704], [-4.929, -5.493, 0.210], [-3.915, -3.817, -0.174], [-2.990, -2.890, 0.188], [-2.276, -2.891, 1.374], [-1.356, -1.888, 1.649], [-1.135, -0.871, 0.740], [-1.842, -0.867, -0.464], [-2.766, -1.855, -0.750], [-3.505, -1.925, -1.889], [-3.307, -0.946, -2.879], [-3.558, 0.056, -2.515], [-3.982, -1.211, -3.691], [-2.277, -0.948, -3.251], [-1.658, -0.075, -1.174], [-0.109, 0.192, 1.035], [1.246, -0.218, 0.710], [2.222, 0.130, 1.594], [1.970, 0.460, 2.743], [3.587, 0.119, 1.057], [4.069, 0.831, -0.035], [3.356, 1.557, -0.926], [2.428, 1.879, -0.686], [3.917, 2.116, -1.555], [5.484, 0.638, -0.127], [6.015, -0.127, 0.807], [4.907, -0.645, 1.866], [6.328, 1.268, -1.159], [5.889, 2.041, -1.997], [7.628, 0.918, -1.085], [7.927, 0.305, -0.346], [8.293, 1.321, -1.723], [1.516, -0.875, -0.556], [2.467, -2.012, -0.371], [2.453, -3.061, 0.503], [3.635, -3.799, 0.250], [4.273, -3.148, -0.758], [3.573, -2.067, -1.141], [5.193, -3.342, -1.272], [3.960, -4.687, 0.753], [1.700, -3.272, 1.234], [1.933, -0.184, -1.299], [0.560, -1.253, -0.929], [-0.087, 0.392, 2.116], [-0.398, 1.525, 0.327], [0.412, 2.071, -0.398], [-1.610, 2.027, 0.609], [-2.217, 1.513, 1.229], [-2.124, 3.260, 0.055], [-1.323, 3.652, -0.575], [-3.421, 3.006, -0.746], [-4.464, 3.965, -0.168], [-4.416, 4.925, -0.684], [-4.027, 4.142, 1.283], [-4.298, 3.260, 1.866], [-4.474, 5.016, 1.753], [-2.509, 4.256, 1.164], [-2.239, 5.266, 0.856], [-1.989, 4.033, 2.094], [-5.477, 3.577, -0.260], [-3.739, 1.973, -0.589], [-3.274, 3.156, -1.814], [-0.809, -1.905, 2.579], [-2.426, -3.672, 2.101], [-3.277, -5.490, 0.876], [-4.564, -4.532, 1.664]],
  "spin_multiplicity": 1,
  "homo_lumo_gap_ev": 8.2,
  "total_charge": 0,
  "energy_ha": -2093.50615,
  "e_above_lowest_ev": 0.662,
  "e_homo_ev": -7.741
}

***

(2)
{
  "formula": "C4H5NO",
  "method": "ωB97M-V/def2-TZVPD",
  "elements": ["C", "N", "C", "C", "C", "O", "H", "H", "H", "H", "H"],
  "coordinates": [[0.495, 0.583, -2.134], [0.997, -0.451, -1.225], [0.418, -0.547, -0.140], [-0.187, -0.614, 1.000], [-0.523, -0.262, 2.349], [-1.296, -1.206, 1.570], [-0.242, 0.128, -2.802], [1.319, 0.963, -2.741], [0.019, 1.412, -1.597], [0.021, -0.694, 3.186], [-1.021, 0.689, 2.534]],
  "smiles": "CN=C=C1CO1",
  "spin_multiplicity": 1,
  "homo_lumo_gap_ev": 9.5,
  "total_charge": 0,
  "energy_ha": -285.27950,
  "e_above_lowest_ev": 3.676,
  "e_homo_ev": -8.511
}

***

(3)
{
  "formula": "C17H11N3OS",
  "method": "ωB97M-V/def2-TZVPD",
  "elements": ["O", "N", "N", "S", "C", "C", "C", "C", "C", "C", "C", "C", "C", "C", "C", "C", "C", "C", "C", "C", "C", "N", "H", "H", "H", "H", "H", "H", "H", "H", "H", "H", "H"],
  "coordinates": [[-0.367, 2.962, -0.110], [3.250, -4.603, -2.442], [1.558, -3.496, -0.916], [2.235, -5.051, -1.171], [-0.875, 2.014, 0.527], [-1.274, -0.471, 0.759], [-2.090, -0.255, 1.824], [-0.556, 0.637, 0.103], [0.426, 0.405, -0.822], [-2.804, 3.712, 3.329], [-3.476, 2.634, 3.875], [-1.901, 3.510, 2.247], [-3.222, 1.330, 3.398], [3.375, -1.182, -3.773], [2.358, -0.638, -2.992], [-1.741, 2.219, 1.725], [-2.361, 1.110, 2.308], [3.722, -2.533, -3.568], [1.777, -1.365, -1.984], [3.080, -3.314, -2.607], [2.116, -2.708, -1.806], [0.835, -0.900, -1.084], [-1.141, -1.513, 0.394], [-2.556, -1.161, 2.237], [0.909, 1.253, -1.296], [-2.920, 4.678, 3.769], [-4.213, 2.743, 4.687], [-1.434, 4.365, 1.822], [-3.716, 0.459, 3.822], [3.893, -0.635, -4.543], [2.119, 0.409, -3.112], [4.454, -2.999, -4.200], [0.542, -1.615, -0.400]],
  "spin_multiplicity": 1,
  "homo_lumo_gap_ev": 6.4,
  "total_charge": 0,
  "energy_ha": -1292.09451,
  "e_above_lowest_ev": 0.038,
  "e_homo_ev": -7.630
}

***

(4)
{
  "formula": "C3H6IN",
  "method": "ωB97M-V/def2-TZVPD",
  "elements": ["C", "C", "C", "N", "I", "H", "H", "H", "H", "H", "H"],
  "coordinates": [[0.810, 0.120, 1.294], [-0.478, -0.235, -1.314], [-0.891, 0.481, -0.044], [1.758, -0.177, 0.596], [-2.609, -0.382, 0.916], [0.606, 0.266, 2.351], [-0.376, -1.249, -0.994], [0.548, 0.112, -1.523], [-1.266, -0.153, -2.199], [-0.786, 1.496, -0.044], [2.682, -0.280, 0.961]],
  "spin_multiplicity": 1,
  "homo_lumo_gap_ev": 8.9,
  "total_charge": 0,
  "energy_ha": -470.23569,
  "e_above_lowest_ev": 2.371,
  "e_homo_ev": -8.225
}

***

(5)
{
  "formula": "C5H11NO",
  "method": "ωB97M-V/def2-TZVPD",
  "elements": ["C", "C", "N", "C", "C", "O", "C", "H", "H", "H", "H", "H", "H", "H", "H", "H", "H", "H"],
  "coordinates": [[-2.102, 0.426, -0.937], [-1.430, -0.086, 0.335], [0.025, 0.162, 0.399], [0.667, 0.162, 2.065], [0.839, -0.542, -0.547], [0.410, -1.493, -1.150], [2.240, -0.007, -0.707], [-3.183, 0.247, -0.885], [-1.723, -0.091, -1.823], [-1.952, 1.503, -1.062], [-1.579, -1.164, 0.439], [-1.843, 0.402, 1.221], [-0.030, -0.582, 2.483], [1.612, -0.395, 1.898], [0.278, 1.127, 0.579], [2.340, 0.395, -1.720], [2.949, -0.834, -0.609], [2.481, 0.769, 0.022]],
  "spin_multiplicity": 1,
  "homo_lumo_gap_ev": 8.6,
  "total_charge": 0,
  "energy_ha": -326.98499,
  "e_above_lowest_ev": 3.982,
  "e_homo_ev": -7.834
}

***

(6)
{
  "formula": "C41H26Cl7F6N7O3PSTc",
  "method": "ωB97M-V/def2-TZVPD",
  "elements": ["Tc", "C", "O", "C", "C", "C", "C", "C", "C", "C", "N", "C", "C", "N", "C", "C", "C", "C", "N", "C", "C", "N", "C", "C", "C", "C", "H", "H", "H", "H", "H", "H", "H", "H", "H", "H", "H", "H", "H", "H", "N", "C", "C", "C", "C", "C", "C", "H", "H", "H", "H", "H", "Cl", "C", "Cl", "C", "O", "O", "H", "Cl", "C", "C", "C", "Cl", "C", "Cl", "C", "Cl", "C", "Cl", "N", "C", "N", "C", "C", "C", "C", "C", "C", "S", "H", "H", "H", "H", "H", "H", "F", "P", "F", "F", "F", "F", "F"],
  "coordinates": [[-0.961, -1.026, 1.990], [4.357, 2.594, -10.678], [3.018, 2.226, -10.380], [2.729, 1.896, -9.101], [3.647, 1.929, -8.055], [3.243, 1.575, -6.777], [1.935, 1.184, -6.519], [1.027, 1.155, -7.578], [1.414, 1.504, -8.854], [1.555, 0.833, -5.146], [2.343, 0.914, -4.100], [1.567, 0.518, -3.042], [0.305, 0.198, -3.438], [0.296, 0.410, -4.797], [-0.697, -0.258, -2.535], [-1.921, -0.781, -2.976], [-2.797, -1.294, -2.068], [-2.444, -1.269, -0.718], [-1.306, -0.767, -0.266], [-0.404, -0.252, -1.154], [0.922, 0.201, -0.720], [1.272, 0.361, 0.597], [2.536, 0.531, 0.971], [3.567, 0.678, 0.061], [3.251, 0.696, -1.265], [1.926, 0.471, -1.662], [4.386, 2.784, -11.746], [5.051, 1.786, -10.436], [4.647, 3.499, -10.141], [4.672, 2.226, -8.222], [3.947, 1.600, -5.956], [-0.006, 0.863, -7.422], [0.716, 1.482, -9.680], [-0.461, 0.228, -5.431], [-2.146, -0.808, -4.036], [-3.731, -1.751, -2.364], [-3.102, -1.678, 0.033], [2.677, 0.577, 2.040], [4.581, 0.787, 0.419], [3.996, 0.863, -2.032], [0.337, 0.470, 1.638], [0.401, 1.775, 2.222], [0.321, 2.920, 1.426], [0.311, 4.176, 2.011], [0.373, 4.306, 3.395], [0.477, 3.170, 4.181], [0.509, 1.910, 3.598], [0.255, 2.827, 0.346], [0.243, 5.058, 1.384], [0.346, 5.288, 3.850], [0.544, 3.259, 5.259], [0.633, 1.019, 4.196], [-2.597, -4.702, -0.638], [-2.972, -4.779, 1.110], [-3.047, -6.449, 1.646], [-1.948, -3.944, 1.912], [-1.173, -4.462, 2.663], [-2.137, -2.662, 1.699], [-3.959, -4.350, 1.229], [-3.494, -2.150, 4.114], [-1.848, -2.393, 4.654], [-0.763, -1.851, 3.946], [0.486, -2.086, 4.527], [1.929, -1.452, 3.781], [0.670, -2.803, 5.709], [2.244, -3.030, 6.376], [-0.430, -3.343, 6.358], [-0.227, -4.257, 7.803], [-1.700, -3.132, 5.827], [-3.065, -3.798, 6.646], [-2.921, 1.457, 0.713], [-3.059, 1.306, 2.038], [-2.270, 0.601, 2.819], [-2.575, 0.917, 4.178], [-1.841, 0.608, 5.320], [-2.305, 0.995, 6.564], [-3.486, 1.720, 6.711], [-4.194, 2.102, 5.587], [-3.711, 1.707, 4.348], [-4.354, 2.175, 2.804], [-2.233, 0.905, 0.233], [-3.639, 1.920, 0.187], [-0.918, 0.061, 5.248], [-1.728, 0.725, 7.440], [-3.834, 2.003, 7.695], [-5.089, 2.706, 5.661], [0.486, -2.404, 1.131], [1.734, -3.361, 0.383], [1.914, -4.109, 1.764], [0.582, -4.360, -0.062], [1.454, -2.470, -0.952], [2.871, -4.192, -0.348], [2.790, -2.232, 0.854]],
  "s_squared": 2.013,
  "spin_multiplicity": 3,
  "homo_lumo_gap_ev": [6.2, 6.4],
  "total_charge": 0,
  "energy_ha": -6828.20879,
  "e_above_lowest_ev": 3.396,
  "e_homo_ev": [-7.690, -7.819]
}